ORCA calculation (ωB97M-V/def2-TZVPD) on 5 unconnected molecules or ions with the total composition C17H17Cl6N3.

Geometry as XYZ:
```
43
Properties=species:S:1:pos:R:3:forces:R:3
Cl 10.822419 7.100887 -11.071390 -0.1 0.0 0.2
C 11.934474 6.334023 -12.184504 0.5 -0.2 -0.2
Cl 11.758980 6.989844 -13.809234 0.0 0.1 -0.1
Cl 11.745655 4.575931 -12.211735 -0.2 0.0 0.0
H 12.952821 6.522043 -11.862960 0.0 0.2 0.0
Cl 17.104012 0.469694 -9.721670 -0.2 0.0 0.0
C 17.827686 -1.124556 -9.444947 0.2 0.4 0.1
Cl 16.661451 -2.396348 -9.708186 -0.1 -0.2 -0.1
Cl 18.510336 -1.204619 -7.826180 0.1 0.0 0.0
H 18.635723 -1.207052 -10.160410 0.0 -0.2 0.0
C 14.820943 3.486991 -9.501148 -0.2 -0.2 0.1
C 16.085667 4.020863 -9.652938 0.2 -0.4 0.2
C 16.226438 5.389283 -9.582450 -0.3 0.7 -0.4
N 15.185290 6.213241 -9.475257 0.1 0.2 0.3
C 13.970506 5.687636 -9.361435 -0.2 0.3 0.0
C 13.726445 4.328800 -9.382980 0.3 -0.5 0.2
H 14.698853 2.414499 -9.403251 -0.1 0.0 -0.3
H 16.930099 3.353957 -9.773066 0.1 0.2 0.1
H 17.175887 5.912062 -9.639740 0.2 -0.3 0.0
H 13.163167 6.398676 -9.207655 0.0 -0.1 -0.1
H 12.740163 3.903593 -9.268422 -0.1 0.2 0.0
C 17.945272 8.780827 -14.365830 -0.1 0.0 0.2
C 17.966568 7.968395 -13.245681 0.2 -0.1 0.1
C 16.763336 7.582674 -12.669615 0.4 -0.1 -0.4
N 15.594044 7.944572 -13.169954 -0.7 0.2 0.5
C 15.565640 8.788360 -14.192861 0.3 -0.1 -0.2
C 16.721018 9.223125 -14.835555 -0.1 0.0 -0.2
H 18.864390 9.079809 -14.851763 0.0 0.0 0.0
H 18.907372 7.620402 -12.836669 -0.1 0.0 0.0
H 16.742079 6.938764 -11.799687 0.0 0.0 0.0
H 14.573779 9.104371 -14.496478 0.1 0.0 -0.2
H 16.687294 9.858479 -15.711316 -0.2 0.1 0.1
C 21.290367 3.056589 -8.443868 0.2 -0.1 0.0
C 20.359820 2.665584 -9.392349 0.0 0.2 0.2
C 20.509296 1.423596 -9.987214 -0.1 0.1 -0.1
N 21.519482 0.604795 -9.727398 -0.2 -0.3 0.0
C 22.400181 0.985033 -8.809658 0.3 -0.2 0.0
C 22.330601 2.187324 -8.130822 -0.3 0.5 -0.1
H 21.227996 4.026086 -7.966489 -0.1 0.0 0.0
H 19.541365 3.321171 -9.660067 0.0 -0.1 0.0
H 19.774657 1.066330 -10.700491 0.1 0.1 -0.1
H 23.207123 0.282714 -8.626108 0.0 0.1 0.1
H 23.066676 2.483553 -7.396695 0.1 -0.2 0.0
```
Positions in Å, forces in eV/Å.

The calculation puts the LUMO energy at 0.0183 Ha. For the total energy, the calculation gives -97508.772 eV. For the gap between HOMO and LUMO, the calculation gives 10.240 eV. Its SMILES is ClC(Cl)Cl.ClC(Cl)Cl.c1ccncc1.c1ccncc1.c1ccncc1.